# 1
Density functional theory data (ωB97M-V/def2-TZVPD) for a 4-piece molecular cluster, C7H14O3 overall at a distorted geometry.

Geometry as XYZ:
```
24
Properties=species:S:1:pos:R:3:forces:R:3:nbo_charge:R:1
C 1.946 -1.488 0.450 -0.4 0.0 0.4 -0.644
C 1.206 -0.191 0.719 -0.1 -1.4 -0.3 -0.009
C 0.348 -0.181 1.825 0.6 2.4 0.5 -0.212
C -0.384 0.998 2.034 0.6 -0.9 -0.3 -0.213
C -0.160 2.068 1.194 -0.4 2.0 -0.1 -0.257
C 0.707 2.093 0.105 -0.5 -1.9 0.5 -0.187
C 1.274 0.846 -0.209 0.1 0.5 0.4 -0.231
H 1.159 -2.226 0.294 0.3 -0.3 -0.2 0.241
H 2.632 -1.471 -0.391 -0.1 0.2 -0.2 0.212
H 2.532 -1.804 1.316 -0.1 0.1 0.1 0.216
H 0.489 -0.784 2.714 -0.3 -0.9 -0.5 0.214
H -1.034 1.096 2.893 0.0 0.1 0.0 0.213
H -0.648 3.021 1.404 -0.1 -0.2 0.2 0.208
H 0.847 3.016 -0.425 0.1 0.0 -0.4 0.224
H 1.801 0.622 -1.128 0.3 0.5 0.1 0.219
O -1.165 -2.328 -0.601 0.6 0.8 0.3 -0.957
H -1.777 -2.926 -0.188 -0.4 -0.5 -0.1 0.474
H -1.064 -2.538 -1.528 -0.2 -0.2 -0.3 0.486
O -2.305 1.030 -1.319 0.8 0.9 -0.1 -0.962
H -2.165 1.156 -0.371 -0.1 -0.3 -0.2 0.495
H -3.056 0.480 -1.481 -0.7 -0.5 0.3 0.478
O -0.276 -0.252 -2.798 1.2 -1.0 -0.1 -0.969
H -1.051 0.244 -2.562 -0.5 0.5 0.6 0.492
H 0.144 -0.481 -1.948 -0.5 0.3 -0.5 0.468
```
Positions in Å, forces in eV/Å.

For the relative energy (zero: lowest compared OMol25 entry of this formula, charge and spin), the calculation gives 21.3 kcal/mol. The value obtained for the gap between HOMO and LUMO is 9.536 eV. Its structure (SMILES) is Cc1ccccc1.O.O.O. For the HOMO energy, the calculation gives -9.00 eV.


# 2
Density functional theory data (ωB97M-V/def2-TZVPD) for a 2-piece molecular cluster, C7H14O4 overall at a distorted geometry.

Geometry as XYZ:
```
25
Properties=species:S:1:pos:R:3:forces:R:3:nbo_charge:R:1
C -3.605 -0.290 0.634 2.3 -1.4 -0.2 -0.264
C -1.246 -0.019 -0.084 1.1 -1.7 2.1 0.385
C -0.709 -1.396 -0.483 -2.9 -3.8 2.7 -0.434
C 0.754 -1.486 -0.580 3.8 -1.3 1.2 -0.465
C 1.393 -0.274 -0.106 1.2 4.8 1.8 0.068
C 0.743 1.083 -0.669 3.5 1.2 0.3 0.089
C 1.024 2.231 0.325 -2.8 1.9 0.2 -0.644
H -4.508 -0.034 0.186 -1.6 2.2 0.0 0.209
H -3.827 -1.344 0.424 1.2 -0.7 0.8 0.177
H -3.379 -0.072 1.710 -0.6 -0.1 -1.0 0.187
H -1.058 0.050 1.070 0.4 1.0 -1.8 0.137
H -1.240 -1.588 -1.410 0.2 -0.5 -0.2 0.230
H -0.964 -2.347 0.315 -0.2 2.8 -2.0 0.192
H 1.098 -1.386 -1.558 0.4 -1.3 -2.3 0.224
H 1.416 -2.284 0.045 -2.2 1.0 -1.8 0.236
H 1.244 -0.103 0.941 -0.5 -0.4 1.1 0.158
H 5.131 -0.122 0.073 -3.3 -2.2 1.4 0.396
H 1.103 1.661 -1.541 0.9 -1.6 -0.5 0.203
H 2.048 2.458 0.434 1.5 -0.9 0.4 0.230
H 0.780 3.324 -0.124 -0.6 -2.5 1.0 0.211
H 0.526 2.019 1.315 0.6 0.7 -0.8 0.202
O -2.587 0.206 -0.256 -0.8 0.4 -1.0 -0.539
O 2.802 -0.022 -0.202 0.1 -1.5 -0.7 -0.328
O 3.553 -1.023 0.597 2.7 3.1 -1.9 -0.351
O -0.494 0.760 -1.055 -4.5 0.5 1.2 -0.509
```
Positions in Å, forces in eV/Å.

For the relative energy (zero: lowest compared OMol25 entry of this formula, charge and spin), the calculation gives 254.1 kcal/mol. The value obtained for the gap between HOMO and LUMO is 6.748 eV. For the HOMO energy, the calculation gives -9.20 eV.


# 3
Density functional theory data (ωB97M-V/def2-TZVPD) for C7H14O4Pd as an isolated structure at a distorted geometry.

Geometry as XYZ:
```
26
Properties=species:S:1:pos:R:3:forces:R:3:nbo_charge:R:1
O -2.257 -1.935 1.025 0.0 -0.5 0.0 -0.264
C -1.530 -0.848 0.823 2.0 0.3 0.3 -0.134
C -1.977 0.079 -0.288 0.2 0.0 -0.5 -0.092
O -3.206 0.659 0.042 0.3 -0.3 0.4 -0.523
C -3.661 1.594 -0.903 -0.2 0.3 -0.4 -0.249
H -0.321 -1.152 0.722 -3.1 0.7 -0.1 0.182
H -2.045 -0.495 -1.232 0.0 0.2 0.2 0.179
H -1.201 0.856 -0.433 -0.1 0.0 0.0 0.136
H -4.627 1.978 -0.554 0.3 -0.1 -0.1 0.212
H -2.951 2.435 -1.001 -0.2 -0.2 0.0 0.161
H -3.796 1.128 -1.894 0.0 0.1 0.2 0.173
H -1.479 -0.289 1.787 -0.1 -0.1 -0.1 0.231
O 3.750 1.340 -0.899 0.0 2.6 0.1 -0.493
C 2.542 1.736 -0.331 -1.0 1.2 0.9 -0.164
C 2.011 0.694 0.644 -0.6 0.6 0.8 -0.124
O 2.125 -0.602 -0.014 -9.5 0.0 6.0 -0.549
C 1.442 -1.647 0.593 1.8 -3.1 0.7 0.029
C 1.478 -2.886 0.042 -0.5 1.6 0.2 -0.379
Pd 3.512 -0.472 -0.989 10.3 -3.3 -7.7 1.036
H 1.769 1.911 -1.104 0.5 0.0 -0.1 0.232
H 2.640 2.681 0.236 0.1 -0.2 -0.3 0.237
H 0.956 0.875 0.882 0.2 0.0 0.0 0.233
H 2.612 0.648 1.564 -0.1 0.0 -0.3 0.223
H 1.372 -1.524 1.678 -0.4 0.2 -0.4 0.233
H 1.777 -3.037 -0.996 -0.1 0.0 0.2 0.214
H 1.063 -3.724 0.599 0.2 0.2 -0.2 0.260
```
Positions in Å, forces in eV/Å.

Its total charge is +1. The multiplicity is 4. The value obtained for the gap between HOMO and LUMO (spin up / spin down) is 8.089 / 5.547 eV. For the HOMO energy (spin up / spin down), the calculation gives -12.64 / -12.61 eV.


# 4
Density functional theory data (ωB97M-V/def2-TZVPD) for C7H14OPSZr as an isolated structure at a distorted geometry.

Geometry as XYZ:
```
25
Properties=species:S:1:pos:R:3:forces:R:3:mulliken_charge:R:1
C -0.266 0.971 -2.427 0.7 1.2 -0.9 -0.426
C -0.491 0.276 -3.598 -0.3 -1.0 -0.2 -0.661
C -0.814 -1.101 -3.641 -0.1 -0.4 -0.2 -0.312
C -0.916 -1.954 -2.517 -0.1 0.1 -1.3 -0.525
C -0.742 -1.528 -1.217 -0.4 -1.4 0.1 -0.510
Zr -0.561 0.361 -0.524 -0.9 -3.7 -0.7 1.863
P -0.423 2.653 0.225 -0.1 5.1 1.5 -0.336
H 0.076 2.008 -2.576 0.3 -0.3 -0.2 0.122
H -0.362 0.790 -4.558 -0.2 -0.2 0.3 0.335
H -0.934 -1.558 -4.632 0.1 0.2 0.4 0.307
H -0.752 -2.340 -0.470 0.1 -0.2 -0.2 0.120
H -1.088 -3.020 -2.713 0.0 0.3 -0.2 0.310
H -1.507 3.193 0.960 0.3 0.3 0.0 0.157
H -0.286 3.642 -0.780 0.0 0.0 0.4 0.172
H 0.649 3.015 1.078 -0.2 0.1 -0.1 0.154
C 1.910 -1.372 2.847 0.3 -1.1 1.0 -0.968
S 0.294 -1.225 2.021 2.2 2.4 1.2 0.561
C -0.239 0.228 2.993 -0.8 -0.2 1.2 -0.881
O 0.827 -0.360 0.857 0.3 -0.3 -0.7 -0.571
H 1.748 -1.573 3.928 0.1 0.0 -0.6 0.405
H 2.517 -0.451 2.731 -0.8 -0.4 -0.2 0.314
H 2.456 -2.235 2.414 -0.4 0.5 0.1 0.375
H 0.536 1.024 3.001 -0.3 -0.9 -0.2 0.278
H -1.176 0.637 2.558 0.4 -0.4 0.2 0.283
H -0.454 -0.083 4.038 0.0 0.2 -0.6 0.434
```
Positions in Å, forces in eV/Å.

Its total charge is +1. The value obtained for the gap between HOMO and LUMO (spin up / spin down) is 5.856 / 5.618 eV. For the HOMO energy (spin up / spin down), the calculation gives -9.96 / -9.89 eV.


# 5
Density functional theory data (ωB97M-V/def2-TZVPD) for a 2-piece molecular cluster, C7H14OS overall at a distorted geometry.

Geometry as XYZ:
```
23
Properties=species:S:1:pos:R:3:forces:R:3:nbo_charge:R:1
C -1.203 1.221 -0.760 0.5 0.3 0.3 -0.147
C -2.192 0.973 0.050 -0.4 -0.4 1.6 -0.107
C -3.674 0.928 -0.301 1.0 1.8 -0.3 -0.636
C -2.005 0.671 1.568 -0.5 -1.3 -0.8 -0.632
C 1.546 -1.923 0.331 3.3 0.6 1.4 -0.633
C 3.500 -0.686 -0.913 -0.2 0.0 -0.6 -0.636
C 1.986 -0.772 -0.514 0.1 2.3 -2.4 -0.392
O 2.191 1.902 -0.104 0.4 0.6 -0.3 -0.836
S 1.487 0.747 0.480 0.0 -0.8 -0.1 0.971
H -0.960 1.690 -1.705 -0.2 -0.4 0.0 0.197
H -3.905 -0.062 -0.561 -0.7 -1.4 -0.1 0.221
H -3.828 1.542 -1.177 -0.3 0.1 -0.4 0.217
H -4.300 1.339 0.497 0.1 -0.4 0.0 0.214
H -2.587 1.465 2.066 0.7 -0.2 0.2 0.218
H -2.606 -0.316 1.821 1.5 1.7 -0.4 0.210
H -0.903 0.643 1.817 -1.5 -0.1 0.1 0.227
H 1.656 -2.893 -0.030 0.7 -1.6 -1.3 0.226
H 2.087 -1.940 1.327 -0.6 0.3 -1.0 0.208
H 0.553 -1.855 0.473 -3.6 0.5 1.0 0.219
H 3.901 -1.430 -1.623 -1.0 -0.3 0.2 0.220
H 3.936 -0.936 0.010 1.4 -0.1 1.2 0.201
H 3.987 0.233 -1.329 -1.3 -0.2 0.8 0.244
H 1.334 -0.543 -1.420 0.6 -1.0 0.9 0.224
```
Positions in Å, forces in eV/Å.

For the relative energy (zero: lowest compared OMol25 entry of this formula, charge and spin), the calculation gives 115.9 kcal/mol. The value obtained for the gap between HOMO and LUMO (spin up / spin down) is 7.799 / 8.536 eV. For the HOMO energy (spin up / spin down), the calculation gives -8.20 / -8.31 eV.


# 6
Density functional theory data (ωB97M-V/def2-TZVPD) for an isolated molecule of C7H14OS2 at a distorted geometry.

Geometry as XYZ:
```
24
Properties=species:S:1:pos:R:3:forces:R:3:nbo_charge:R:1
C 0.678 -0.392 0.178 0.6 -1.5 -2.5 -0.297
C 0.217 0.869 -2.782 -0.9 1.4 -2.8 -0.618
C -0.362 -1.349 2.099 1.0 -1.1 0.2 -0.596
C 0.277 1.144 2.095 -1.9 2.0 -0.7 -0.611
C -1.703 0.351 0.861 0.6 -1.5 1.1 -0.589
C 0.563 -0.599 -2.872 -1.7 0.5 -2.1 -0.552
C -0.238 -0.075 1.290 -1.5 1.8 0.1 -0.205
O 3.104 -1.130 -0.490 0.1 0.4 0.1 -0.908
S 2.310 -0.357 0.485 -1.5 -0.8 -1.4 1.126
S -0.216 -1.408 -1.451 1.9 0.9 2.1 0.199
H 0.707 1.503 -3.626 -0.9 -1.2 1.1 0.210
H -0.908 0.837 -2.928 1.2 0.7 0.1 0.208
H 0.374 1.455 -1.917 0.6 0.0 1.4 0.209
H -1.105 -1.326 2.874 -0.5 0.4 0.4 0.215
H -0.713 -2.112 1.375 0.5 -0.1 0.6 0.219
H 0.622 -1.633 2.595 -1.2 0.2 -0.8 0.217
H -0.405 1.303 2.999 1.6 -0.4 -0.8 0.224
H 0.105 2.123 1.496 0.0 -1.6 0.6 0.214
H 1.340 1.197 2.193 0.5 -0.4 1.1 0.217
H -2.099 0.744 1.798 -0.3 0.4 -0.1 0.204
H -2.306 -0.579 0.704 0.4 0.9 -0.6 0.217
H -1.740 1.111 0.083 -0.1 -0.3 -0.1 0.224
H 1.553 -0.875 -3.192 0.6 -0.1 0.8 0.235
H -0.054 -0.801 -3.865 0.9 -0.7 2.2 0.238
```
Positions in Å, forces in eV/Å.

For the relative energy (zero: lowest compared OMol25 entry of this formula, charge and spin), the calculation gives 84.8 kcal/mol. The value obtained for the gap between HOMO and LUMO (spin up / spin down) is 8.595 / 8.595 eV. For the HOMO energy (spin up / spin down), the calculation gives -8.81 / -8.81 eV.